The following is a DFT calculation (ωB97M-V with the def2-TZVPD basis set) of a 7-piece molecular cluster, C4H20ClO6 overall.

Its strongest force on any atom is 0.048 Eh/bohr. The value obtained for the energy above the lowest of the compared OMol25 structures with the same formula, charge and spin is 6.9 kcal per mole.

Geometry as ORCA input:
```
! wB97M-V def2-TZVPD RIJCOSX def2/J DEFGRID3
* xyz -1 1
Cl 3.6576 11.6884 -2.9209
O 0.3954 11.2926 -3.5877
O 2.3544 14.3255 -4.5643
O 1.5594 13.7119 -1.0469
O 4.8583 9.8196 -0.2621
O 5.0216 8.4870 -3.3234
O 6.5872 13.2350 -2.6711
C -0.2783 10.2045 -3.0201
C 1.4987 11.8798 0.5406
C 0.7599 13.0875 -0.0523
C -1.7876 10.3709 -3.2481
H 5.6502 12.9885 -2.6125
H -2.0773 10.1299 -4.2715
H 0.3880 13.7104 0.7587
H 2.9541 14.3532 -5.3136
H 0.0619 9.2387 -3.4063
H 5.4839 8.3942 -2.4896
H 1.7023 11.0821 -0.1774
H 6.5924 14.0199 -3.2241
H 1.3504 11.1821 -3.4774
H -0.0855 12.7209 -0.6463
H -2.3684 9.7149 -2.6005
H 0.8521 11.3073 1.2188
H -0.1597 10.1715 -1.9306
H 2.0265 13.0299 -1.5452
H 4.5790 10.4759 -0.9202
H 4.6244 9.3706 -3.2825
H 2.3968 12.1264 1.1045
H -1.9456 11.4273 -3.0277
H 2.4309 13.4182 -4.2328
H 5.7246 9.5345 -0.5606
*
```

Löwdin atomic charge list, values in e, 2 entries:
1 Cl -0.0354
2 O -0.1032